5
Properties=species:S:1:pos:R:3:nbo_charge:R:1 method="wB97M-V/def2-TZVPD" e_homo_ev="-7.812 / -10.153" orbital_gap_ev="7.20 / 9.15" lumo_energy_ev="-0.612 / -1.000" relative_energy_kcal_mol=95.19
Si 0.22031 0.39622 0.08568 0.51
I -2.14306 0.37785 0.11772 -0.16
H 1.13415 0.83818 -1.04889 -0.14
H 0.71719 1.04616 1.30213 -0.17
H 0.07141 -2.65841 -0.45664 -0.04

=====

5
Properties=species:S:1:pos:R:3:nbo_charge:R:1 method="wB97M-V/def2-TZVPD" e_homo_ev=-9.611 orbital_gap_ev=9.73 lumo_energy_ev=0.123 relative_energy_kcal_mol=26.14
Si 0.12947 0.17705 -0.15127 0.56
I -2.03257 -0.19141 1.01394 -0.20
H 0.03963 0.11054 -1.72101 -0.11
H 0.96250 1.32633 0.40675 -0.12
H 0.90097 -1.42251 0.45159 -0.12

=====

4
Properties=species:S:1:pos:R:3:nbo_charge:R:1 method="wB97M-V/def2-TZVPD" smiles=N e_homo_ev=-11.040 orbital_gap_ev=12.24 lumo_energy_ev=1.197 relative_energy_kcal_mol=13.89
N 0.32909 0.05396 -0.27213 -1.04
H -0.59165 0.62979 -0.36927 0.35
H -0.30811 -0.75185 -0.17261 0.34
H 0.57067 0.06811 0.81400 0.35

=====

8
Properties=species:S:1:pos:R:3:nbo_charge:R:1 method="wB97M-V/def2-TZVPD" smiles="NP[N+](=O)[O-]" e_homo_ev=-10.327 orbital_gap_ev=10.68 lumo_energy_ev=0.351 relative_energy_kcal_mol=77.56
N -1.30987 0.19338 0.30754 -1.16
P -0.09612 -0.86863 0.32673 0.90
N 1.32131 0.14425 0.03032 0.28
O 1.20422 1.32471 0.32758 -0.40
O 2.34218 -0.33241 -0.41979 -0.39
H -1.49337 0.58874 -0.67470 0.43
H -1.92380 0.12059 1.08529 0.42
H -0.04454 -1.17063 -0.98298 -0.08

=====

8
Properties=species:S:1:pos:R:3:nbo_charge:R:1 method="wB97M-V/def2-TZVPD" e_homo_ev="-7.688 / -10.071" orbital_gap_ev="5.64 / 9.29" lumo_energy_ev="-2.050 / -0.777" relative_energy_kcal_mol=117.08
N -0.77520 -0.43165 0.75570 -1.13
N 1.98002 -1.57332 1.73429 0.47
O 1.41373 -2.57775 1.39910 -0.32
O 2.77731 -1.44657 2.64046 -0.31
P 0.33138 0.88554 0.99653 0.56
H -0.29012 -1.22666 0.32900 0.40
H -1.69869 -0.68856 1.21128 0.42
H -0.37245 1.40886 2.07816 -0.08

=====

9
Properties=species:S:1:pos:R:3:nbo_charge:R:1 method="wB97M-V/def2-TZVPD" e_homo_ev=-3.626 orbital_gap_ev=7.77 total_charge=-1 lumo_energy_ev=4.146 relative_energy_kcal_mol=33.11
N 3.32463 -0.27259 -0.62025 -0.35
N 2.28048 -0.15883 0.01111 -0.34
O 2.01454 -2.63748 -0.28748 -1.06
O -0.12980 -1.51967 -0.38347 -1.04
O -1.38564 1.25604 0.61494 -0.98
S 1.11398 -1.63440 0.40509 1.50
H -1.43357 0.24146 0.32012 0.50
H 3.53149 -1.23846 -1.03256 0.29
H -0.54917 1.49250 0.26807 0.47

=====

9
Properties=species:S:1:pos:R:3:nbo_charge:R:1 method="wB97M-V/def2-TZVPD" e_homo_ev="-4.140 / -2.418" orbital_gap_ev="7.42 / 4.56" total_charge=-1 lumo_energy_ev="3.279 / 2.137" relative_energy_kcal_mol=97.94
N -0.89079 1.69225 0.86893 -0.37
N -0.39928 1.07169 -0.13692 -0.42
O 1.32602 -0.16943 1.53655 -0.98
O 1.95691 0.00544 -0.80212 -0.95
O -0.50665 -2.73076 -0.95358 -1.12
S 0.97432 -0.42575 0.16074 1.79
H -1.03418 -2.09958 -1.43165 0.39
H -0.17234 1.78252 1.56319 0.32
H -1.25401 0.87362 -0.80513 0.35

=====

7
Properties=species:S:1:pos:R:3:nbo_charge:R:1 method="wB97M-V/def2-TZVPD" smiles="N/N=P/O" e_homo_ev=-8.207 orbital_gap_ev=8.97 lumo_energy_ev=0.760 relative_energy_kcal_mol=21.75
N -0.61391 1.18101 -0.58378 -0.59
N -0.14695 0.13477 0.01590 -0.68
P 0.51810 -0.33501 1.34639 1.08
O 0.85247 -1.99932 0.91581 -1.02
H -0.96080 2.10768 -0.14336 0.35
H -0.65865 1.15871 -1.54774 0.36
H 1.00973 -2.24784 -0.00323 0.49

=====

no.,molar mass (u),electronic energy (eV)
1,158.0,-16023.104
2,158.0,-16026.099
3,17.0,-1538.198
4,94.0,-16409.512
5,94.0,-16407.798
6,111.1,-20006.384
7,111.1,-20003.573
8,78.0,-14363.626